The following is a quantum chemistry calculation of a structure of composition C27H59BO13PtS6 in a non-equilibrium geometry, from the OMol25 dataset.

```
107
Properties=species:S:1:pos:R:3:forces:R:3
Pt 2.430421 1.991535 -1.302080 0.5237 -1.1073 1.2504
B 3.427379 1.335131 1.136263 -0.1015 0.9351 0.7308
H 4.485041 0.838750 1.402041 0.0692 -0.4162 -0.1486
H 2.448833 0.859772 1.645729 -0.1479 -0.1462 0.1329
H 3.532404 2.527152 1.272132 -0.1664 0.1456 0.1573
H 3.325181 1.056601 -0.075690 -0.1905 -0.2096 -1.3408
C -1.792435 0.698921 -1.927528 0.7949 -0.0055 -1.7601
C -0.650419 1.008416 -0.972916 -0.5817 1.1958 2.1243
C -0.766805 0.133407 0.288068 -0.0906 -0.9075 -0.3304
O 0.600867 0.922980 -1.501874 0.0674 -0.7494 -1.5574
H -1.527466 -0.217404 -2.473246 -0.4714 -0.3192 0.4243
H -1.814280 1.413322 -2.763043 -0.0007 0.2642 0.3353
H -2.801262 0.691943 -1.521417 0.1153 -0.2945 0.3665
H -0.875523 2.035633 -0.606056 0.2798 0.0239 -0.1470
H -1.548634 0.438074 0.991551 0.0516 0.1444 -0.0329
H 0.199558 0.043651 0.785907 0.0077 0.4385 0.0952
H -1.016860 -0.896111 -0.015445 -0.0132 0.0451 0.0006
C -1.426788 4.868567 -0.633400 -0.2795 0.2008 0.5667
C -1.784541 4.152066 0.694795 0.3681 -0.4061 0.2698
C -0.498471 3.860825 1.492034 0.9290 0.2778 -0.4869
S 0.871198 4.654898 0.610032 0.1663 0.5336 0.2958
O 1.572985 3.679115 -0.195986 -0.6433 0.6440 -0.0298
O 1.655950 5.481624 1.480832 0.0482 -0.0923 0.1293
C -0.173285 5.703120 -0.380926 -0.4036 -0.8179 0.1164
H -2.209521 5.580000 -0.895306 -0.2104 -0.3347 -0.2651
H -1.325737 4.090807 -1.390481 0.2621 0.3085 -0.2756
H -2.264866 3.198240 0.484809 -0.2286 0.1087 -0.0282
H -2.451074 4.737046 1.325675 -0.0315 0.1216 -0.1412
H -0.133827 2.831838 1.510900 -0.4952 -0.1506 0.2286
H -0.468252 4.325840 2.473944 -0.0954 -0.2282 0.1161
H 0.310420 6.079352 -1.276260 0.2122 0.1294 0.1521
H -0.426589 6.463261 0.359657 0.1105 0.4170 -0.3737
C -2.538872 -4.631136 -2.448761 0.0133 0.9597 0.1258
C -2.375161 -3.904945 -1.082498 0.1070 0.2612 -0.2021
C -2.176049 -4.946192 -0.021826 0.4645 -0.7914 0.8983
S -1.002391 -6.078095 -0.766431 -1.4176 -0.0026 -0.8875
O -1.262496 -7.413479 -0.300167 0.5473 -0.0832 0.2674
O 0.317251 -5.500590 -0.778951 0.2043 0.0106 0.3014
C -1.710437 -5.899649 -2.439552 0.9544 -0.4843 0.3210
H -2.167414 -3.919547 -3.187319 -0.0620 -0.2256 -0.2484
H -3.592652 -4.780579 -2.674836 0.0106 -0.3341 0.1010
H -3.201066 -3.220978 -0.894233 -0.0799 -0.1205 0.0920
H -1.465412 -3.296949 -1.126114 -0.0413 0.0374 0.0254
H -3.021789 -5.575827 0.258322 -0.2625 0.1893 -0.3500
H -1.735973 -4.654015 0.931435 -0.0115 0.4350 -0.1579
H -2.208000 -6.847457 -2.624432 -0.3143 0.1629 -0.0966
H -0.820244 -5.855082 -3.067591 -0.1455 0.0696 -0.1837
C 0.909602 -2.263659 -2.731328 -1.0285 -0.0205 0.6992
C 1.711878 -2.704241 -1.493239 0.5680 -0.5536 -0.1817
C 2.712197 -1.594604 -1.196751 -0.0974 -0.5157 0.5114
S 3.270285 -0.980030 -2.766149 -0.9048 -0.1892 0.9210
O 4.438553 -1.674742 -3.215198 0.1876 0.0175 -0.2244
O 3.313912 0.477733 -2.676435 0.4381 -0.1334 -0.8936
C 1.807650 -1.521559 -3.703610 0.8441 0.1771 -0.2974
H 0.088682 -1.638044 -2.374774 0.1594 0.2620 -0.2228
H 0.443238 -3.127612 -3.207451 0.1193 -0.0216 -0.0783
H 2.149391 -3.687492 -1.683076 0.4331 0.2294 -0.0889
H 1.146963 -2.880615 -0.578398 -0.5210 0.1791 -0.2770
H 3.566833 -1.913751 -0.602683 0.1108 0.0657 -0.1270
H 2.175520 -0.813033 -0.659648 0.2013 0.3010 -0.2565
H 2.197325 -2.176240 -4.482935 0.0691 -0.0133 0.0415
H 1.436612 -0.618367 -4.183904 -0.3769 -0.0574 0.1826
C -0.113990 -2.394045 2.483273 0.1023 0.5194 -1.0748
C 0.448613 -3.263155 3.613181 0.0043 0.8709 -0.4382
C -0.513499 -4.446801 3.656752 0.6187 0.0480 1.4278
S -2.060052 -3.605146 3.842503 -0.6854 0.8224 -2.1364
O -2.145090 -2.965873 5.125344 -0.0583 -0.4096 0.3254
O -3.160125 -4.320331 3.242840 -0.1310 -0.6379 0.7239
C -1.650801 -2.307528 2.645701 1.0693 0.1358 0.7819
H 0.144458 -2.807278 1.500568 -0.2275 -0.3787 0.1287
H 0.265684 -1.376018 2.378675 0.3351 -0.0798 0.6041
H 0.410261 -2.631660 4.505436 -0.2059 -0.5531 0.3889
H 1.494074 -3.551412 3.527795 -0.0492 -0.1028 -0.4336
H -0.293789 -5.062916 4.528387 -0.3414 -0.2214 -0.0871
H -0.546720 -5.036203 2.743987 0.1068 0.0075 -0.0478
H -1.925219 -1.410285 3.199585 -0.1241 0.1768 -0.3414
H -2.161584 -2.365975 1.691642 -0.3506 -0.2531 0.1804
C -0.322414 4.823066 -4.730314 0.6204 0.1712 0.7107
C -1.035241 3.442496 -4.676047 -0.3756 0.5494 -0.0200
C -0.022959 2.313565 -4.794971 0.0258 0.0845 -0.1429
S 1.601785 3.030337 -4.601656 -0.3611 -0.2999 -1.3743
O 2.450448 2.446426 -5.604955 0.3701 -0.0129 0.4804
O 1.981179 3.034122 -3.210247 -0.0211 0.8399 -0.0014
C 1.149557 4.696475 -5.121684 0.0266 -0.5023 -0.3820
H -0.263216 5.194764 -3.704036 -0.4646 0.2008 -0.0588
H -0.860702 5.541631 -5.341150 0.0584 0.0492 -0.0095
H -1.765600 3.340504 -5.477854 0.0729 0.0915 -0.0752
H -1.621688 3.472706 -3.758618 0.1253 -0.5489 0.0944
H 0.001347 1.960184 -5.824667 0.0033 -0.1592 0.0352
H -0.129936 1.467858 -4.117696 0.0516 0.1280 0.1861
H 1.340355 4.717963 -6.194385 -0.1034 -0.1342 -0.0325
H 1.839249 5.398880 -4.659680 -0.1541 0.0448 0.2046
C 1.254300 1.052645 4.265549 -0.4761 -0.4825 0.8767
C -0.282860 1.241162 4.227426 0.9778 1.2721 -0.0684
C -0.880196 0.309042 5.247965 -0.3119 -0.6076 0.3980
S 0.241889 0.326760 6.661442 0.6296 0.6574 -0.6044
O 0.530719 -0.970293 7.201682 -0.2708 -0.4063 -0.0724
O -0.214750 1.380872 7.526624 -0.1302 0.1588 0.3029
C 1.672444 0.934108 5.735481 -0.0480 -0.0484 0.3070
H 1.794889 1.900107 3.858375 0.0212 -0.3015 -0.6684
H 1.470531 0.090599 3.802705 0.4354 0.2901 -0.4309
H -0.664996 1.156703 3.209538 -0.1134 -0.4377 0.0655
H -0.417391 2.299625 4.481577 -0.5019 -0.1651 0.3070
H -0.937175 -0.728860 4.920011 0.0132 0.0112 -0.0833
H -1.844661 0.595755 5.662687 -0.0573 0.0371 -0.1522
H 2.505571 0.249051 5.871768 -0.0765 -0.0840 0.0885
H 1.925764 1.878775 6.215284 -0.0521 0.0999 -0.1710
```
Forces are in eV/Å.

- Spin multiplicity: 3
- Kohn-Sham gap (alpha / beta): 8.054 / 8.055 eV

These are the Löwdin partial charges, in e, on atoms 1 to 4: Pt 1.159; B -0.376; H -0.022; H -0.043

=====

The following is a quantum chemistry calculation of a structure of composition C31H38MgN5O4SeSi, from the OMol25 dataset.

```
81
Properties=species:S:1:pos:R:3:forces:R:3
Mg 0.111310 0.054068 -0.311680 -0.1594 0.2201 -0.2089
C -2.584595 0.212132 1.963170 0.0030 0.0604 0.0143
C -1.358761 -0.673138 2.097052 0.0546 -0.0026 -0.1490
C -1.189582 -1.221660 3.495809 0.0609 0.0006 0.0641
O -0.213178 0.177870 1.762623 -0.2305 -0.1986 0.0479
C -1.469278 -1.823711 1.054348 0.3179 0.1941 -0.2282
O -2.141416 -2.799896 1.331653 -0.1040 -0.1075 0.0277
O -0.832204 -1.607323 -0.047789 -0.3536 -0.2783 0.1562
H -2.546224 1.021134 2.694906 -0.0113 -0.0076 0.0046
H -3.478247 -0.390167 2.126952 0.0080 0.0125 0.0196
H -2.636676 0.657187 0.966018 0.0174 -0.0357 0.0121
H -1.231080 -0.414332 4.228631 0.0146 -0.0046 0.0006
H -0.233442 -1.743931 3.595966 -0.0193 -0.0116 -0.0033
H -1.980628 -1.942758 3.689017 -0.0056 0.0139 0.0209
H 0.596723 -0.308421 1.981613 0.0494 0.1014 0.1195
C 5.755875 -1.811151 -4.922071 -0.0537 0.0360 -0.0328
C 4.695287 -0.866452 -5.426082 0.0208 -0.0383 -0.0139
C 4.148654 0.111682 -4.608742 0.0162 0.0733 -0.0239
C 3.159862 0.978104 -5.057527 0.1447 0.0467 0.0330
C 2.687920 0.878643 -6.360722 -0.0395 0.0754 -0.0175
N 1.701727 1.733680 -6.909761 0.0369 -0.0600 -0.0756
C 1.028282 2.780655 -6.296165 0.1279 -0.1616 0.0959
O 0.809178 3.824333 -6.876949 -0.0474 -0.0042 -0.0190
N 0.632654 2.546965 -5.002552 -0.1663 0.0023 0.0679
C 0.244661 1.306189 -4.444137 0.0138 0.1321 -0.0747
C -0.280348 0.247794 -5.165254 -0.1492 0.0044 -0.0742
C -0.710068 -0.876920 -4.479406 0.0057 -0.0159 -0.0376
C -0.607151 -0.914296 -3.101944 0.0607 0.1343 0.0878
N -0.067206 0.096401 -2.412462 -0.1034 -0.0196 -0.4220
C 0.354551 1.174736 -3.072357 0.1497 -0.2042 0.2031
C 3.237244 -0.091478 -7.196713 -0.0376 -0.0634 -0.0072
C 4.222603 -0.945742 -6.734049 0.0156 0.0043 0.0034
H 5.961150 -1.639589 -3.865608 -0.0050 -0.0038 -0.0060
H 6.690300 -1.688107 -5.473956 -0.0005 0.0032 0.0081
H 5.440987 -2.850151 -5.037861 -0.0017 0.0035 0.0125
H 4.498055 0.211058 -3.586648 -0.0226 -0.0034 -0.0144
H 2.778110 1.734829 -4.388019 0.0734 -0.0200 -0.0326
H 1.768954 1.880379 -7.904468 0.0955 0.0764 0.0180
H 0.275250 3.363014 -4.524848 -0.0629 0.0088 -0.0720
H -0.375637 0.311423 -6.240903 -0.0031 -0.0036 0.0151
H -1.146724 -1.711674 -5.009742 0.0218 -0.0026 0.0024
H -0.951067 -1.756126 -2.513995 -0.0050 0.0103 0.0105
H 0.791453 1.973044 -2.484002 -0.0008 -0.0123 0.0235
H 2.882468 -0.175726 -8.218468 0.0016 -0.0090 0.0155
H 4.632140 -1.692246 -7.406403 -0.0179 0.0043 0.0096
C 2.333114 -2.871014 0.514627 -0.0988 -0.1737 0.0635
Si 2.957864 -1.518227 -0.615378 -0.1204 0.0361 0.0702
C 2.557704 -2.036925 -2.378229 -0.1200 -0.0353 -0.1175
C 4.833664 -1.596423 -0.498798 0.1982 0.1106 0.0054
N 2.156849 -0.058433 -0.205862 0.2697 0.5220 0.1762
C 2.672838 1.186336 0.121567 -0.0704 -0.0741 -0.0302
C 4.043796 1.507369 0.253085 -0.0891 -0.0215 -0.0138
C 4.462337 2.763976 0.663799 -0.0247 0.0046 -0.0048
C 3.556862 3.777401 0.953239 0.0424 -0.0086 -0.0115
C 2.204481 3.512204 0.780089 0.0104 -0.0174 -0.0473
C 1.783169 2.262973 0.364611 0.0491 -0.2087 -0.0957
H 2.752966 -3.845168 0.240601 -0.0078 0.0419 0.0296
H 1.243632 -2.950016 0.449531 0.0468 0.0026 0.0296
H 2.604218 -2.668055 1.555805 -0.0067 -0.0141 -0.0234
H 3.337661 -2.692117 -2.780843 -0.0429 -0.0004 0.0068
H 2.468483 -1.171962 -3.040733 0.0055 -0.0884 0.0291
H 1.610462 -2.583713 -2.418029 0.0396 0.0266 -0.0109
H 5.132841 -2.629194 -0.705641 -0.0107 0.0278 -0.0032
H 5.211247 -1.329242 0.491477 -0.0060 -0.0370 -0.0343
H 5.327833 -0.953915 -1.234535 0.0053 -0.0377 0.0339
H 4.786043 0.755485 0.034095 0.0125 0.0232 0.0503
H 5.526348 2.953355 0.759850 -0.0070 -0.0143 0.0044
H 3.894825 4.747887 1.292974 0.0032 -0.0049 -0.0307
H 1.465440 4.283541 0.963805 -0.0131 -0.0228 -0.0111
H 0.712200 2.118758 0.215500 0.0200 0.2419 0.1032
Se -1.926256 2.399188 -1.406807 0.1588 -0.1289 0.2140
C -2.728824 3.726865 -0.307873 0.0171 -0.0407 0.0979
C -2.239429 5.034595 -0.240312 -0.0026 -0.0096 0.0178
C -2.881178 5.973389 0.550794 -0.0500 -0.0430 0.0220
N -3.966014 5.724917 1.289661 0.0622 -0.0900 -0.0613
C -4.425044 4.471905 1.233728 0.0371 0.0516 -0.0111
C -3.859685 3.463282 0.470853 0.0111 0.0048 -0.0110
H -1.357773 5.308490 -0.805846 -0.0172 0.0209 -0.0072
H -2.503110 6.990754 0.595621 0.0169 -0.0039 -0.0066
H -5.304246 4.264186 1.837132 0.0001 -0.0158 -0.0069
H -4.293103 2.471027 0.470862 -0.0287 0.0266 0.0037
```
Forces are in eV/Å.

- Kohn-Sham gap: 6.944 eV
- Total charge: -1
- Energy above the lowest of the compared OMol25 structures with the same formula, charge and spin: 0.100 eV

These are the Löwdin partial charges, in e, on atoms 1 to 4: Mg 0.516; C -0.006; C -0.491; C -0.014